[1]
The following is a quantum chemistry calculation of a cluster of 3 separate species, C39H54FIN3O8 in total at a distorted geometry, from OMol25.

XYZ file:
```
106
Properties=species:S:1:pos:R:3:forces:R:3
C -0.712 3.912 0.041 -0.0845 -0.1276 -0.2055
C -1.920 4.673 -0.495 -0.3713 0.1294 0.1879
C -3.148 3.776 -0.666 0.1791 0.2853 -0.0984
C -4.484 4.538 -0.697 0.1130 -0.9479 0.1128
C -5.593 3.646 -0.125 -0.2521 0.3311 -0.6260
C -6.999 4.040 -0.582 0.0612 0.1333 0.2926
C -8.093 3.350 0.242 0.2957 0.4964 -0.3954
C -7.999 1.829 0.214 -0.1814 0.0066 0.2932
C -8.354 1.169 1.545 -0.3568 -0.1511 -0.5969
C -8.036 -0.332 1.530 -0.3796 0.0759 0.2884
C -7.535 -0.866 2.876 0.3122 0.1908 -0.2430
C -5.997 -0.854 2.966 -0.2103 -0.1784 0.1626
C -5.373 -2.232 3.173 0.0456 0.4267 -0.1623
C -3.870 -2.123 3.488 -0.3242 -0.4283 -0.0508
C -3.040 -2.795 2.399 -0.0097 -0.2433 0.4161
C -1.529 -2.586 2.572 -0.1055 0.4057 -0.2921
C -1.006 -1.342 1.898 0.1485 0.2722 -0.0924
C -0.346 -0.385 2.651 -0.2509 -0.3804 -0.0864
N 0.147 0.736 2.100 -0.2382 -0.0129 0.1715
C 0.882 1.712 2.928 0.0573 0.2966 -0.5139
C 2.358 1.556 2.604 0.1402 -0.3838 0.3703
O 2.997 0.620 2.925 0.1190 0.0559 -0.1247
F 2.854 2.562 1.885 -0.1081 0.0814 -0.0121
C -0.003 0.998 0.791 0.3450 -0.3769 0.1209
C -0.648 0.097 -0.031 -0.0032 0.0922 0.1684
I -0.841 0.620 -2.032 0.0084 -0.1741 -0.0730
C -1.132 -1.091 0.522 0.0231 0.0993 -0.0032
C -1.785 -2.111 -0.378 0.2473 -0.3179 -0.0261
O -2.847 -1.943 -0.873 -0.3418 0.1386 -0.1282
O -1.043 -3.236 -0.510 -0.0754 0.1104 -0.0273
C -0.008 -3.127 -1.506 0.7117 -0.2233 -0.4481
C 1.013 -4.236 -1.359 0.2958 0.4191 -0.0317
C 2.148 -3.993 -2.375 -0.7889 -0.2579 -0.7158
O 2.027 -4.839 -3.521 0.1545 -0.0717 0.4299
H -0.704 3.911 1.132 -0.0608 0.0546 0.1574
H 0.241 4.312 -0.300 0.1027 0.1112 -0.0051
H -0.760 2.864 -0.270 -0.2964 0.6532 -0.2945
H -2.201 5.463 0.202 0.1955 0.1148 0.0721
H -1.696 5.179 -1.433 0.1060 -0.0507 -0.0865
H -3.178 3.045 0.147 0.0308 -0.0073 0.1627
H -3.023 3.203 -1.588 -0.1163 -0.1549 0.0195
H -4.749 4.746 -1.733 0.0738 0.4614 -0.0068
H -4.381 5.449 -0.111 -0.1793 0.2580 -0.1822
H -5.584 3.677 0.966 0.2166 -0.2243 0.1050
H -5.378 2.638 -0.478 -0.0108 -0.1856 0.2808
H -7.149 3.842 -1.645 0.1610 -0.1009 -0.0881
H -7.090 5.123 -0.461 -0.1427 0.0714 -0.0267
H -9.053 3.691 -0.147 -0.1588 -0.0892 0.1196
H -8.018 3.746 1.258 -0.0210 -0.1910 0.1653
H -8.674 1.453 -0.556 0.0560 -0.1504 -0.1004
H -6.999 1.491 -0.058 0.0724 0.1200 -0.0660
H -9.431 1.292 1.680 -0.0146 0.1025 0.3395
H -7.867 1.685 2.374 0.1984 -0.0176 0.0130
H -7.298 -0.521 0.748 0.1014 -0.1644 0.0133
H -8.934 -0.878 1.239 -0.0435 -0.0111 -0.0996
H -7.929 -1.868 3.041 0.1201 -0.1271 0.0687
H -7.913 -0.237 3.681 -0.2727 -0.0674 0.0237
H -5.593 -0.453 2.034 0.1175 0.1879 0.0121
H -5.670 -0.195 3.770 0.0276 0.0637 0.0667
H -5.519 -2.784 2.242 0.0065 -0.2301 0.0373
H -5.900 -2.783 3.949 -0.0218 0.0307 0.1241
H -3.592 -1.076 3.628 0.0647 0.0891 -0.1043
H -3.684 -2.628 4.436 0.2283 0.0581 0.0872
H -3.230 -3.866 2.465 -0.0334 -0.0854 -0.1042
H -3.415 -2.485 1.428 0.1185 0.0919 -0.1335
H -0.967 -3.432 2.181 0.0308 -0.0862 0.0383
H -1.335 -2.481 3.639 0.2011 -0.2348 0.0746
H -0.207 -0.545 3.709 0.1320 0.2248 0.0846
H 0.725 1.505 3.979 -0.0475 -0.0946 0.0685
H 0.523 2.706 2.679 -0.0429 0.0593 0.0584
H 0.418 1.924 0.431 0.1857 -0.2778 0.1546
H 0.525 -2.175 -1.443 -0.1517 0.1835 0.3459
H -0.429 -3.163 -2.513 -0.3867 0.0237 0.0885
H 0.553 -5.198 -1.567 0.0453 -0.1859 0.2207
H 1.435 -4.223 -0.356 -0.1787 -0.1339 0.1629
H 3.119 -4.169 -1.930 0.1321 -0.0285 -0.0813
H 2.082 -2.969 -2.755 0.3296 0.2528 0.3277
H 1.092 -4.881 -3.743 0.0157 -0.0672 -0.2231
C 4.571 0.783 -1.139 -0.0343 -0.0366 -0.0342
C 3.591 0.512 -2.088 0.1199 -0.0288 0.0949
C 3.940 -0.018 -3.319 -0.2201 -0.0222 0.0009
C 5.275 -0.270 -3.575 -0.0663 0.0485 0.1449
C 6.266 -0.003 -2.651 -0.2041 0.1605 -0.0986
C 5.905 0.529 -1.423 -0.1044 0.0121 0.0374
N 5.651 -0.855 -4.875 0.0346 -0.0020 -0.0584
O 4.758 -1.060 -5.673 -0.0243 -0.0029 -0.0066
O 6.823 -1.096 -5.065 -0.0028 0.0065 0.0001
H 4.295 1.193 -0.175 0.0153 0.0207 0.0041
H 2.548 0.706 -1.874 -0.0607 0.0553 0.0110
H 3.188 -0.232 -4.064 0.0829 -0.0353 -0.0729
H 7.294 -0.197 -2.879 0.0922 -0.0369 -0.1219
H 6.671 0.742 -0.689 0.0304 -0.0099 -0.0229
C 13.423 -2.303 -0.919 -0.0247 0.0101 -0.0058
C 13.297 -0.977 -1.312 -0.0104 -0.1004 0.0296
C 12.050 -0.459 -1.619 0.1019 0.1468 -0.0228
C 10.946 -1.287 -1.523 0.1027 -0.0426 0.0131
C 11.050 -2.612 -1.140 -0.0431 -0.1696 0.0501
C 12.302 -3.120 -0.837 0.0705 0.0782 -0.0071
N 9.618 -0.738 -1.829 0.0769 -0.1126 0.0203
O 9.550 0.423 -2.181 -0.0494 0.0386 0.0236
O 8.655 -1.473 -1.707 0.2188 -0.0603 0.1298
H 14.399 -2.702 -0.676 0.0063 -0.0047 -0.0083
H 14.171 -0.344 -1.377 -0.0001 0.0132 -0.0103
H 11.942 0.570 -1.927 -0.1009 -0.0094 -0.0074
H 10.173 -3.238 -1.078 -0.0613 0.0764 -0.0303
H 12.403 -4.152 -0.535 -0.0115 -0.0108 -0.0037
```
Forces are in eV/Å.

## Properties
* charge: +1
* energy: -72974.82818 eV
* E_HOMO: -11.50 eV
* max |F|: 1.1 eV/Å
* LUMO level: -4.6 eV
* energy relative to the best compared isomer or geometry (same formula, charge and spin): 0.0 kJ/mol

Atomic partial charges in e from the Löwdin method, atoms 1 to 99: -0.123 -0.241 -0.237 -0.197 -0.229 -0.216 -0.211 -0.217 -0.208 -0.210 -0.195 -0.215 -0.203 -0.199 -0.180 -0.107 -0.085 0.070 -0.014 0.021 -0.441 0.213 0.142 -0.094 -0.555 1.156 -0.067 -0.519 0.184 0.019 -0.184 -0.132 -0.232 -0.058 0.071 0.089 -0.033 0.106 0.115 0.105 0.091 0.117 0.111 0.122 0.098 0.117 0.113 0.110 0.108 0.121 0.088 0.117 0.109 0.100 0.110 0.106 0.107 0.107 0.106 0.116 0.114 0.106 0.115 0.131 0.100 0.131 0.120 0.158 0.150 0.131 0.096 0.095 0.143 0.127 0.120 0.122 0.107 0.079 -0.073 -0.086 -0.013 -0.131 0.003 -0.046 -0.350 0.077 0.096 0.088 0.061 0.116 0.075 0.113 -0.064 -0.059 0.000 -0.145 -0.001 -0.060 -0.328

***

[2]
The following is a quantum chemistry calculation of a structure of composition C39H54INO6PS2Ta, from OMol25.

XYZ file:
```
105
Properties=species:S:1:pos:R:3:forces:R:3
Ta -0.124 0.007 0.054 0.0148 -0.3280 0.0158
C -0.520 6.927 2.174 0.0040 -0.0206 -0.0078
C -0.764 6.783 0.671 -0.0092 0.0308 -0.0104
C -2.199 7.239 0.364 0.0002 -0.0029 0.0015
C 0.235 7.686 -0.070 -0.0018 -0.0042 -0.0031
C -0.582 5.346 0.196 -0.0061 0.0412 0.0174
C -0.246 4.328 1.047 -0.0269 -0.0289 0.0726
C -0.116 3.021 0.531 0.0736 -0.0676 -0.0464
N 0.169 1.869 1.179 -0.1576 0.0179 -0.0444
C 0.565 1.718 2.495 0.0406 -0.1196 0.0826
C 1.138 2.653 3.356 -0.0386 0.0380 -0.0768
C 1.496 2.268 4.635 0.0174 0.0291 0.0514
C 1.275 0.940 5.023 0.0239 0.0028 0.0144
C 0.756 -0.044 4.182 -0.0370 -0.0472 0.0279
C 0.424 0.380 2.901 0.0601 0.2107 0.1003
O -0.022 -0.441 1.926 0.0123 -0.1577 -0.1239
C 0.577 -1.498 4.612 0.0117 -0.0432 -0.0183
C 1.481 -2.398 3.752 -0.0102 0.0232 -0.0034
C 0.957 -1.707 6.080 -0.0005 0.0289 -0.0224
C -0.893 -1.912 4.437 -0.0016 0.0140 -0.0024
C 2.141 3.299 5.565 0.0079 0.0089 0.0211
C 3.468 3.768 4.951 -0.0070 -0.0156 -0.0036
C 1.199 4.502 5.726 -0.0068 -0.0233 -0.0102
C 2.429 2.728 6.955 -0.0135 -0.0109 -0.0240
C -0.369 2.772 -0.845 -0.0585 0.1597 0.1833
O -0.284 1.488 -1.180 -0.0173 0.0910 -0.2454
C -0.701 3.794 -1.739 0.0504 -0.0257 -0.0953
C -0.786 5.055 -1.181 0.0379 0.0244 -0.0275
C -0.945 3.499 -3.217 -0.0021 -0.0182 -0.0216
C -2.152 2.559 -3.356 -0.0138 -0.0164 0.0190
C -1.237 4.776 -4.008 0.0162 -0.0048 0.0616
C 0.306 2.838 -3.817 0.0165 -0.0242 0.0320
H -0.652 7.971 2.462 0.0022 -0.0099 -0.0067
H -1.227 6.334 2.759 0.0229 0.0044 -0.0063
H 0.498 6.637 2.447 -0.0219 0.0051 0.0064
H -2.338 8.268 0.701 -0.0020 -0.0178 -0.0083
H -2.419 7.207 -0.704 0.0031 0.0031 0.0222
H -2.926 6.609 0.880 0.0150 0.0156 -0.0121
H 0.116 8.719 0.264 0.0029 -0.0180 -0.0082
H 1.263 7.379 0.132 -0.0210 0.0078 -0.0079
H 0.080 7.670 -1.150 0.0057 -0.0024 0.0258
H -0.141 4.506 2.104 -0.0079 -0.0011 -0.0357
H 1.351 3.654 3.014 -0.0066 -0.0323 0.0054
H 1.549 0.653 6.026 -0.0099 -0.0080 -0.0083
H 2.529 -2.113 3.871 -0.0076 -0.0096 -0.0040
H 1.374 -3.437 4.068 -0.0016 0.0096 0.0013
H 1.223 -2.333 2.695 0.0149 -0.0109 0.0221
H 2.009 -1.480 6.264 -0.0137 0.0001 0.0065
H 0.344 -1.098 6.747 0.0130 -0.0091 -0.0008
H 0.795 -2.753 6.343 0.0017 0.0038 0.0005
H -1.210 -1.847 3.397 0.0019 -0.0141 0.0373
H -1.026 -2.943 4.770 0.0039 0.0118 -0.0088
H -1.545 -1.276 5.040 -0.0011 -0.0111 -0.0079
H 3.322 4.232 3.973 -0.0005 -0.0081 0.0217
H 3.941 4.506 5.602 -0.0059 -0.0114 -0.0114
H 4.157 2.929 4.828 -0.0106 0.0207 0.0008
H 1.004 4.996 4.771 0.0028 -0.0097 0.0236
H 0.241 4.192 6.149 0.0175 0.0135 -0.0098
H 1.646 5.239 6.395 -0.0089 -0.0089 -0.0126
H 3.138 1.897 6.913 -0.0184 0.0144 0.0074
H 2.872 3.506 7.579 -0.0048 -0.0094 -0.0080
H 1.517 2.386 7.450 0.0234 0.0047 -0.0070
H -1.037 5.882 -1.829 -0.0137 -0.0004 -0.0194
H -3.049 3.020 -2.936 0.0027 -0.0077 -0.0094
H -2.339 2.355 -4.412 0.0052 0.0017 0.0096
H -1.984 1.608 -2.851 -0.0194 0.0300 -0.0312
H -2.140 5.278 -3.653 0.0121 -0.0005 -0.0044
H -0.403 5.480 -3.965 -0.0157 0.0000 0.0025
H -1.396 4.516 -5.054 0.0004 -0.0030 0.0033
H 0.537 1.887 -3.334 0.0030 0.0484 -0.0472
H 0.144 2.644 -4.879 -0.0013 0.0061 -0.0036
H 1.171 3.498 -3.722 0.0020 -0.0071 -0.0086
C 2.816 -4.619 -1.885 -0.0030 0.0052 -0.0107
C 2.899 -3.430 -0.963 -0.0008 -0.0352 0.0077
O 3.244 -2.253 -1.753 -0.0321 0.0440 -0.0094
P 2.379 -0.941 -1.696 0.0309 -0.0211 0.0143
S 2.401 -0.183 0.181 -0.0101 0.0446 -0.0839
S 0.476 -1.226 -2.183 0.0460 -0.0449 0.0899
O 3.076 -0.013 -2.741 -0.0564 0.0346 0.0213
C 4.415 0.526 -2.516 -0.0023 0.0456 0.0143
C 4.326 2.030 -2.471 -0.0062 -0.0071 -0.0032
H 2.606 -5.517 -1.302 0.0034 0.0095 -0.0077
H 3.756 -4.762 -2.415 -0.0060 -0.0049 0.0015
H 2.017 -4.483 -2.614 0.0068 -0.0103 0.0024
H 3.683 -3.537 -0.218 0.0176 0.0099 0.0139
H 1.950 -3.257 -0.452 -0.0138 0.0202 0.0056
H 5.018 0.170 -3.347 0.0175 -0.0188 -0.0206
H 4.822 0.116 -1.591 0.0019 -0.0120 0.0105
H 3.899 2.414 -3.397 0.0027 -0.0004 0.0147
H 5.323 2.453 -2.346 -0.0031 -0.0023 -0.0027
H 3.705 2.350 -1.634 0.0017 0.0073 -0.0101
I -7.890 -4.238 0.010 0.0328 0.0181 -0.0018
C -6.063 -3.243 0.015 -0.0161 -0.0123 -0.0004
C -4.884 -3.978 0.087 0.0006 -0.0121 0.0040
C -3.671 -3.315 0.091 0.0273 -0.0107 0.0051
C -3.642 -1.924 0.024 0.0209 -0.0434 0.0085
C -4.826 -1.194 -0.047 0.0241 0.0657 -0.0096
C -6.039 -1.854 -0.052 -0.0580 0.0023 0.0057
C -2.359 -1.232 0.027 -0.0612 -0.0175 0.0659
O -1.246 -1.848 0.092 -0.0615 0.1257 0.0510
O -2.271 0.048 -0.045 0.1649 0.0812 0.0101
H -4.917 -5.057 0.138 0.0042 0.0025 0.0014
H -2.742 -3.867 0.148 -0.0186 0.0075 -0.0067
H -4.785 -0.113 -0.098 -0.0054 -0.0216 -0.0037
H -6.964 -1.297 -0.106 0.0086 -0.0014 0.0007
```
Forces are in eV/Å.

## Properties
* charge: +1
* energy: -95709.99987 eV
* E_HOMO (alpha / beta): -10.45 / -10.85 eV
* max |F|: 0.3 eV/Å
* LUMO level (alpha / beta): -3.5 / -5.2 eV
* expectation value of S²: 0.780
* spin multiplicity: 2

Atomic partial charges in e from the Löwdin method, atoms 1 to 99: 1.617 -0.062 -0.554 -0.034 -0.035 -0.134 0.063 -0.148 0.022 -0.179 0.046 -0.139 0.064 -0.074 -0.247 -0.279 -0.530 -0.030 -0.059 -0.029 -0.552 -0.039 -0.038 -0.060 -0.210 -0.287 -0.071 0.070 -0.529 -0.025 -0.056 -0.028 0.093 0.092 0.085 0.092 0.081 0.095 0.092 0.094 0.081 0.090 0.104 0.092 0.094 0.091 0.066 0.090 0.093 0.091 0.072 0.091 0.096 0.078 0.090 0.093 0.067 0.095 0.091 0.090 0.090 0.092 0.103 0.096 0.093 0.072 0.090 0.092 0.092 0.062 0.094 0.092 -0.061 -0.270 -0.299 -0.073 0.434 0.448 -0.303 -0.250 -0.063 0.088 0.086 0.081 0.125 0.090 0.128 0.103 0.081 0.088 0.071 0.926 -0.722 -0.129 0.007 -0.138 0.005 -0.129 -0.541

***

> energy of number 2 (C39H54INO6PS2Ta)?

-95709.99987 eV